# 1
Computed, not measured: a molecular structure, C15H14BN8Os in a non-equilibrium geometry, with the ωB97M-V functional and the def2-TZVPD basis.

```
39
Properties=species:S:1:pos:R:3:forces:R:3:mulliken_spin:R:1
Os 0.168052 -0.673223 -0.646625 0.03 -1.00 0.74 2.525
C 4.308847 -1.188770 -1.313795 0.18 0.04 0.09 0.027
C 3.011541 -1.488013 -1.627673 -0.39 0.02 -0.03 -0.039
N 2.164587 -0.759957 -0.840103 0.27 -0.03 -0.08 0.133
N 2.948455 0.007517 -0.018309 -0.04 -0.03 0.03 -0.026
C 4.229576 -0.243564 -0.289811 0.09 0.14 0.07 0.087
B 2.268150 0.939373 0.996689 0.16 -0.20 0.02 -0.062
N 1.311356 0.111153 1.875862 0.02 -0.10 0.21 -0.001
C 1.311516 -0.054010 3.202769 0.14 0.20 -0.13 0.074
C 0.412379 -1.056407 3.549104 -0.09 -0.13 0.05 0.043
C -0.119293 -1.494937 2.361292 -0.19 -0.16 -0.05 -0.035
N 0.418639 -0.789294 1.336947 0.02 0.46 -0.77 0.123
N 1.419945 1.989129 0.125430 -0.01 -0.52 -0.05 0.127
C 1.517000 3.273188 0.085958 -0.33 0.35 -0.42 0.158
C 0.631730 3.751838 -0.957530 0.00 0.03 0.02 0.389
C 0.020800 2.544426 -1.488929 0.12 0.53 0.01 0.175
N 0.476509 1.519674 -0.853630 0.34 0.44 0.46 0.277
H 5.202797 -1.601913 -1.751191 -0.01 0.00 0.02 0.001
H 2.636441 -2.186044 -2.361651 -0.05 0.02 0.02 -0.005
H 5.022160 0.253354 0.251928 -0.04 0.00 -0.02 0.002
H 3.053005 1.545544 1.652779 -0.11 -0.01 -0.05 -0.001
H 1.951338 0.539434 3.839419 0.01 0.02 -0.05 0.001
H 0.193739 -1.421250 4.539247 0.01 0.00 -0.01 0.001
H -0.841553 -2.277403 2.181472 0.01 0.04 -0.04 0.002
H 2.172693 3.832035 0.743558 -0.04 0.00 -0.06 -0.002
H 0.460256 4.778451 -1.262548 0.02 -0.10 0.02 -0.005
H -0.703233 2.453471 -2.288853 0.01 0.09 0.04 0.001
N -7.168947 -1.410579 -1.357594 0.25 0.04 0.04 0.026
C -6.035958 -1.281329 -1.203838 -0.19 -0.04 -0.02 -0.005
C -4.625420 -1.120124 -1.024148 -0.09 -0.03 -0.05 0.033
C -4.129521 -0.339400 0.022937 -0.10 0.01 0.03 -0.007
C -2.773422 -0.193250 0.161659 0.22 -0.04 -0.05 0.009
N -1.895749 -0.783485 -0.685486 -0.24 -0.25 -0.22 -0.036
C -2.387704 -1.557332 -1.695655 0.12 0.19 0.23 0.014
C -3.728063 -1.744695 -1.896697 -0.17 0.00 0.02 -0.012
H -4.799871 0.140435 0.722380 -0.02 0.01 -0.01 0.000
H -2.355757 0.396157 0.966983 0.03 0.01 0.00 0.001
H -1.666496 -2.041263 -2.346121 0.06 -0.01 -0.01 0.007
H -4.080541 -2.368932 -2.706216 0.01 0.00 -0.01 0.000
```
Forces are in eV/Å.

LUMO (alpha / beta): -0.4227 / -0.5187 hartree
total energy: -30815.309 eV
net charge: +3
orbital gap (alpha / beta): 7.590 / 5.168 eV
highest occupied orbital energy (alpha / beta): -19.1 / -19.3 eV
multiplicity: 5
<S²>: 6.03

=====

# 2
Computed, not measured: a molecular structure, C15H14BrN3O8V in a non-equilibrium geometry, with the ωB97M-V functional and the def2-TZVPD basis.

```
42
Properties=species:S:1:pos:R:3:forces:R:3:mulliken_spin:R:1
V 1.161838 0.707465 1.326800 -0.70 0.32 0.70 2.886
O -1.060900 -2.727155 1.424170 -0.01 -0.18 0.08 0.017
C -0.692409 -1.600184 1.166963 0.09 0.38 -0.09 -0.002
O 0.370671 -1.052771 1.676860 0.00 0.01 -0.07 -0.002
C -1.540120 -0.776228 0.185947 -0.18 -0.33 -0.06 0.018
C -2.527988 -1.500847 -0.467358 0.25 0.13 0.16 0.003
C -3.391069 -0.878996 -1.344812 -0.56 -0.36 -0.37 0.005
C -3.343635 0.476050 -1.582738 0.17 0.01 0.18 -0.001
C -2.381230 1.195591 -0.910769 -0.40 0.72 -0.46 0.002
C -1.422584 0.622910 -0.053609 0.68 -0.02 0.48 -0.011
O -0.465824 1.352417 0.448411 -0.34 -0.06 -0.17 -0.021
N -2.399346 2.662555 -1.162633 0.04 -0.56 0.10 -0.001
O -2.141161 3.408359 -0.244788 0.03 0.05 0.11 0.001
O -2.716931 3.022115 -2.281158 0.05 0.05 -0.05 0.001
N -4.417578 -1.683627 -2.049610 0.48 0.30 0.26 0.000
O -4.396783 -2.885040 -1.886304 -0.08 -0.09 -0.01 0.001
O -5.205545 -1.088512 -2.756763 -0.11 -0.01 -0.06 0.001
H -2.602498 -2.559068 -0.263097 -0.03 0.01 -0.02 0.000
H -4.029230 0.961242 -2.259652 0.00 -0.01 -0.01 0.000
C 2.256745 -1.229816 -3.850689 0.06 0.02 -0.01 -0.001
C 2.749336 -0.698283 -2.533570 -0.18 -0.07 -0.07 0.008
C 4.097055 -0.511879 -2.263522 0.17 0.01 -0.03 0.033
C 4.520365 -0.031879 -1.029672 -0.08 -0.04 -0.03 -0.030
C 3.528961 0.241018 -0.121401 0.17 0.00 0.14 0.003
Br 3.890566 0.879473 1.651225 0.20 -0.07 -0.10 0.025
N 2.234113 0.090022 -0.337536 0.36 -0.13 -0.53 -0.024
C 1.846624 -0.378369 -1.526933 -0.07 0.03 0.05 0.067
H 3.079349 -1.344685 -4.554194 -0.01 0.01 -0.01 0.000
H 1.520373 -0.559335 -4.293144 0.00 0.02 0.01 -0.001
H 1.780784 -2.203036 -3.729183 0.00 0.00 0.05 -0.001
H 4.834691 -0.743880 -3.021793 -0.01 -0.01 0.00 0.003
H 5.562531 0.113814 -0.791258 0.01 0.00 0.00 -0.001
H 0.776170 -0.493125 -1.653952 0.01 -0.01 -0.04 0.005
C -0.345438 0.292667 4.732777 -0.07 -0.14 0.15 0.019
C 0.573523 1.444823 4.424354 0.04 0.20 -0.26 -0.003
O 0.474552 1.856455 3.035466 0.01 -0.11 -0.01 0.005
H -0.171584 -0.042165 5.757108 -0.02 -0.02 -0.01 0.002
H -0.172945 -0.543993 4.055284 0.05 0.02 0.00 -0.004
H -1.394570 0.584651 4.658239 0.01 0.05 -0.03 0.000
H 1.622224 1.177516 4.556156 -0.03 -0.05 0.01 -0.009
H 0.372735 2.323277 5.040607 -0.02 -0.06 0.04 0.003
H -0.433839 2.120454 2.829772 0.01 0.00 -0.04 0.006
```
Forces are in eV/Å.

LUMO (alpha / beta): -0.0236 / -0.0290 hartree
total energy: -132359.003 eV
orbital gap (alpha / beta): 7.155 / 7.868 eV
highest occupied orbital energy (alpha / beta): -7.8 / -8.7 eV
multiplicity: 4
energy relative to the best compared isomer or geometry (same formula, charge and spin): 4.9 kcal per mole
<S²>: 3.76

=====

# 3
Computed, not measured: a molecular structure, C15H14Cl2GaN8O5 in a non-equilibrium geometry, with the ωB97M-V functional and the def2-TZVPD basis.

```
45
Properties=species:S:1:pos:R:3:forces:R:3:nbo_charge:R:1
Ga 0.134150 -0.333232 -0.067986 -0.15 0.21 0.42 1.868
N -0.637535 -3.073659 -2.181106 -0.19 0.09 -0.11 -0.626
N 0.709167 -3.400782 -2.163268 0.06 0.00 0.17 -0.396
C 1.647819 -2.465171 -1.992131 0.11 0.34 -0.06 0.666
N 2.917191 -2.823075 -2.057985 0.01 0.07 0.07 -0.740
N 1.208010 -1.203745 -1.754643 -0.41 -0.12 0.02 -0.501
N 2.070106 -0.171457 -1.690679 1.17 0.24 -0.44 0.644
O 1.578124 0.818694 -1.101760 0.07 -0.43 -0.06 -0.428
O 3.191693 -0.168039 -2.158692 -0.74 -0.12 0.20 -0.347
H -1.140836 -3.564461 -1.455821 0.01 0.03 0.16 0.383
H -1.034633 -3.277065 -3.088781 0.03 -0.04 -0.04 0.375
H 0.999373 -4.365946 -2.201679 0.02 -0.07 -0.07 0.392
H 3.184472 -3.789883 -2.131839 0.01 0.01 -0.07 0.419
H 3.626109 -2.111715 -1.989225 0.11 0.03 0.03 0.451
Cl 4.033492 -2.187067 2.166666 0.06 -0.10 0.00 0.039
C 3.076589 -0.843563 2.654022 -0.27 0.09 -0.10 -0.110
C 3.450359 -0.099870 3.787602 -0.04 0.14 0.10 -0.200
C 2.726349 0.990055 4.185443 0.08 -0.22 -0.11 -0.063
Cl 3.193964 1.862122 5.596525 0.04 0.08 0.09 0.042
C 1.595744 1.406304 3.440976 -0.04 -0.06 -0.13 -0.032
C 0.805907 2.538439 3.718041 -0.11 0.01 -0.07 -0.088
C -0.244816 2.859030 2.894808 0.06 0.03 0.12 -0.264
C -0.518530 2.054362 1.784773 -0.02 -0.03 -0.08 0.116
N 0.193050 0.979878 1.515234 -0.03 -0.14 -0.17 -0.563
C 1.237679 0.639022 2.312956 0.13 0.16 0.33 0.100
C 1.957093 -0.518200 1.919852 0.18 -0.20 -0.05 0.352
O 1.546953 -1.195116 0.856345 -0.23 0.00 -0.02 -0.860
H 4.325033 -0.403460 4.345661 -0.01 0.01 0.01 0.254
H 1.043217 3.150305 4.577590 -0.01 0.01 0.00 0.246
H -0.856462 3.728196 3.086363 0.00 0.00 -0.02 0.244
H -1.318257 2.295609 1.096006 -0.01 -0.01 0.00 0.218
C -3.881711 2.472861 -2.796895 0.02 0.13 -0.13 -0.406
N -3.325632 1.364941 -2.024773 0.20 0.04 0.04 -0.400
C -4.074636 0.311588 -1.634613 0.02 -0.14 0.11 0.142
C -3.588742 -0.708468 -0.880083 -0.04 -0.09 0.02 -0.406
C -2.218970 -0.627425 -0.527380 -0.37 0.06 -0.18 0.627
O -1.557710 -1.442362 0.199028 0.41 0.01 -0.02 -0.726
N -1.472175 0.394687 -0.981811 0.08 0.00 0.10 -0.771
C -1.951377 1.451785 -1.710804 -0.05 0.04 -0.17 0.780
O -1.281226 2.392473 -2.066303 -0.10 -0.07 0.06 -0.589
H -4.965949 2.454806 -2.733043 0.00 -0.07 0.02 0.214
H -3.569437 2.411266 -3.838594 -0.01 -0.04 0.01 0.223
H -3.503184 3.408079 -2.394195 -0.04 0.00 0.03 0.241
H -5.107990 0.323193 -1.955744 0.00 0.07 0.01 0.229
H -4.201833 -1.533935 -0.558057 -0.03 0.04 0.00 0.254
```
Forces are in eV/Å.

LUMO: -0.1263 hartree
total energy: -115356.724 eV
net charge: +1
orbital gap: 7.236 eV
highest occupied orbital energy: -10.7 eV

=====

# 4
Computed, not measured: 2 unconnected molecules or ions with the total composition C15H14Cl3F5NO6P in a non-equilibrium geometry, with the ωB97M-V functional and the def2-TZVPD basis.

```
45
Properties=species:S:1:pos:R:3:forces:R:3:nbo_charge:R:1
C 1.696849 -1.501237 -0.729412 -0.45 -1.00 0.18 -0.677
C 2.496047 -0.280157 -0.086560 -0.48 -0.38 -0.13 -0.183
Cl 4.298485 -0.734936 -0.163715 -1.07 0.66 0.20 -0.079
C 2.269641 1.122014 -0.849836 0.03 -0.94 1.21 -0.235
Cl 2.800724 0.818263 -2.602128 -0.59 0.71 1.30 -0.030
C 0.768972 1.641899 -0.751802 -1.02 2.04 -1.33 -0.056
C 0.334472 2.830265 -1.400656 -1.39 -1.54 0.71 -0.363
P 1.509539 3.950783 -2.402069 1.74 -0.81 -0.87 1.075
O 1.257721 3.488296 -4.048501 -0.37 1.08 1.97 -0.955
Cl 0.981507 5.983402 -2.182700 -0.57 -1.09 -0.28 -0.285
C -1.210445 3.254705 -1.288340 -0.95 0.40 0.58 0.540
O -1.609428 4.416886 -1.160722 1.42 -3.16 -0.58 -0.474
C -2.241305 2.019720 -1.303469 1.59 -0.82 1.00 -0.212
C -3.585128 2.243689 -2.081314 0.27 0.64 0.50 0.627
F -4.306992 3.262148 -1.390243 1.02 -1.98 -1.68 -0.318
F -4.416504 1.138354 -2.245600 1.52 1.80 0.68 -0.300
C -3.191113 2.728581 -3.581069 -0.53 -0.11 -2.03 0.924
F -4.177277 2.305037 -4.498580 1.98 1.13 2.00 -0.316
F -3.056793 4.104595 -3.696701 -0.09 -2.98 0.29 -0.296
F -2.003629 2.086798 -4.009845 -2.35 1.64 1.16 -0.320
C -1.818637 0.881281 -0.605263 -1.09 1.09 -1.46 0.154
N -2.679212 -0.290338 -0.501707 1.43 1.42 1.84 -0.782
C -0.380478 0.884643 0.076719 0.34 -0.25 0.80 0.546
O -0.210205 0.360978 1.186704 -0.38 1.20 -3.09 -0.505
H 0.863486 -1.909007 -0.052049 1.29 0.83 -0.78 0.231
H 2.386835 -2.400711 -0.904555 -0.94 1.49 0.30 0.260
H 1.205269 -1.281742 -1.729189 0.76 0.08 1.19 0.232
H 2.275737 -0.165158 1.030555 0.25 -0.07 -1.75 0.248
H 2.963685 1.871644 -0.341495 -0.88 -0.82 -1.14 0.266
H 1.927820 3.959608 -4.590048 -0.44 -0.36 0.55 0.504
H -3.493889 0.014974 0.060331 0.30 -0.45 -0.75 0.390
H -2.201694 -0.991194 0.095804 -0.32 0.46 -0.58 0.387
C 2.137901 -3.217793 4.573161 0.42 0.02 -0.26 -0.628
C 0.998331 -3.037337 3.594190 0.73 0.17 0.86 0.058
C -0.259390 -3.750113 3.996694 -0.46 0.12 0.48 -0.096
O -0.878784 -4.010654 2.742846 0.32 -0.05 -0.47 -0.488
C 0.118393 -4.080007 1.817689 -0.01 -0.41 -1.01 0.965
O -0.025477 -4.472640 0.694181 0.10 0.43 0.96 -0.573
O 1.302735 -3.646685 2.339532 -0.74 -0.18 -0.36 -0.490
H 3.005205 -2.634403 4.254535 -0.10 0.01 0.09 0.229
H 1.852862 -2.895091 5.576804 -0.05 0.02 -0.10 0.222
H 2.461205 -4.261190 4.612671 -0.20 0.03 0.02 0.224
H 0.815616 -1.971119 3.419704 -0.10 -0.07 -0.03 0.187
H -0.904340 -3.132949 4.623915 -0.07 -0.09 -0.18 0.205
H -0.078318 -4.704104 4.501532 0.15 0.08 -0.02 0.186
```
Forces are in eV/Å.

LUMO: -0.0715 hartree
total energy: -89998.471 eV
orbital gap: 7.189 eV
highest occupied orbital energy: -9.1 eV